{
  "formula": "C4H7N3",
  "method": "the ωB97M-V functional and the def2-TZVPD basis",
  "elements": ["C", "N", "C", "C", "N", "C", "N", "H", "H", "H", "H", "H", "H", "H"],
  "xyz": [[-2.23145, -0.11612, -0.09778], [-1.24979, -1.18162, -0.08211], [-0.01155, -0.82286, 0.03968], [0.34038, 0.64056, 0.10992], [1.77696, 0.56275, -0.26984], [2.08111, -0.78779, -0.13352], [1.14289, -1.63921, -0.01569], [-2.06345, 0.53881, -0.97382], [-1.99294, 0.73865, 0.62856], [-3.20540, -0.48455, -0.08864], [-0.17554, 1.32374, -0.61916], [0.13100, 0.93793, 1.12082], [2.31373, 1.27657, 0.17434], [3.14405, -0.98688, 0.20725]],
  "forces_ev_per_a": [[2.9505, 2.3598, 0.0895], [1.7965, -0.3990, 0.4320], [-3.4213, 0.0609, -1.4511], [1.0064, 0.1151, -2.0053], [-1.6164, -0.3853, 0.7114], [2.6953, 1.0016, 2.0758], [-0.8846, 0.3357, 0.0674], [-0.4309, -0.6852, -0.4909], [-0.8743, -1.4865, 0.1186], [-1.5279, -0.4153, 0.3170], [0.1677, -0.8941, 0.7829], [0.2920, 0.7027, 0.6586], [0.9594, -0.0680, 0.0776], [-1.1125, -0.2424, -1.3835]],
  "homo_lumo_gap_ev": 9.646,
  "charge": 0,
  "e_above_lowest_kj_mol": 141.04,
  "total_energy_ha": -320.829580,
  "smiles": "C/N=C1\\CNC=N1",
  "e_homo_ev": -9.00,
  "max_force_ev_per_a": 3.779,
  "e_lumo_ev": 0.65
}